[1]
The following is a DFT calculation (ωB97M-V with the def2-TZVPD basis set) of a cluster of 8 separate species, C28H37N6O4 in total at a distorted geometry.

Output
energy = -46764.8713 eV
E_HOMO = -5.27 eV
relative energy (zero: lowest compared OMol25 entry of this formula, charge and spin) = 62.02 kcal/mol
total charge = -1

The geometry in XYZ format:
```
75
C28H37N6O4 ωB97M-V with the def2-TZVPD basis set
O 0.2660 0.0414 0.2317
H 0.7203 0.6536 0.8427
C -0.4682 -1.9365 -2.7469
C 0.7668 -2.7284 -3.1527
C 1.4846 -3.4894 -2.1307
O 1.5665 -4.7308 -2.7350
C 0.9345 -4.8549 -3.7886
O 1.0578 -5.7832 -4.5795
O 0.1976 -3.7882 -3.9575
H -1.2707 -2.4383 -2.2064
H -0.8127 -1.4555 -3.6624
H -0.1091 -1.1232 -2.1163
H 1.3469 -2.1357 -3.8600
H 1.0069 -3.5972 -1.1569
H 2.5171 -3.1795 -1.9694
N 1.2994 2.7164 0.9113
C 0.6811 3.9402 0.6895
C 1.2417 4.9252 1.5158
C 2.0617 4.1806 2.4106
C 2.1121 2.8971 1.9952
H 1.1547 1.8289 0.4513
H -0.1250 3.9213 -0.0289
H 1.0622 5.9899 1.4953
H 2.5165 4.5783 3.3058
H 2.7387 2.0840 2.3308
N -1.4036 1.1716 -1.5838
C -2.6507 1.7842 -1.3504
C -2.9568 2.4226 -2.4882
C -2.1561 1.9798 -3.5140
C -1.0948 1.3547 -2.9131
H -0.9749 0.6237 -0.8516
H -3.2150 1.8342 -0.4308
H -3.7330 3.1593 -2.6336
H -2.1855 2.2735 -4.5529
H -0.0603 1.1277 -3.1248
N 2.6430 0.3888 -1.3237
C 3.0100 1.3667 -2.1914
C 4.3612 1.1192 -2.3267
C 4.8810 0.0477 -1.6312
C 3.7037 -0.4096 -0.8996
H 1.6717 0.2886 -1.0656
H 2.3265 2.1787 -2.3916
H 5.0929 1.7887 -2.7542
H 5.8967 -0.3173 -1.6710
H 3.5157 -1.3093 -0.3326
N -1.8481 1.0163 2.1134
C -1.6625 2.3593 2.4517
C -2.9331 3.0485 2.5571
C -3.8972 2.1563 2.1130
C -3.2406 0.8920 1.8891
H -1.1803 0.2726 1.9681
H -0.6650 2.7215 2.6521
H -3.1510 4.0476 2.9045
H -4.9493 2.3876 2.0362
H -3.6394 -0.0602 1.5718
N -1.8677 -1.6930 0.4372
C -2.0852 -2.6491 1.3113
C -3.4159 -3.1595 1.0943
C -3.9261 -2.6041 -0.0543
C -2.9416 -1.6552 -0.4270
H -1.0440 -1.1092 0.4070
H -1.2712 -2.8757 1.9839
H -3.8319 -3.9741 1.6686
H -4.7786 -2.8453 -0.6720
H -2.9145 -0.8770 -1.1754
N 0.9778 -1.0890 2.5539
C 1.3590 -0.3260 3.5986
C 1.8210 -1.1194 4.6304
C 1.8124 -2.3833 4.0846
C 1.3034 -2.4145 2.7810
H 0.6752 -0.7756 1.6426
H 1.1964 0.7395 3.5298
H 2.2304 -0.9249 5.6107
H 1.9799 -3.2954 4.6382
H 1.2686 -3.2008 2.0415
```

***

[2]
The following is a DFT calculation (ωB97M-V with the def2-TZVPD basis set) of a structure of composition C11H27LiN3O7 at a distorted geometry.

Output
energy = -30835.0175 eV
E_HOMO = 3.17 eV
total charge = -3

The geometry in XYZ format:
```
49
C11H27LiN3O7 ωB97M-V with the def2-TZVPD basis set
Li -5.8504 -3.1542 19.4800
O -6.8371 -1.8089 23.7034
C -7.8017 -1.8924 24.7707
C -9.3069 -1.2522 24.6359
O -9.4983 -0.0531 23.9259
H -7.2129 -1.4382 25.5676
H -7.9471 -2.9121 25.1272
H -9.6433 -1.0950 25.6607
H -9.9700 -1.9170 24.0824
O -7.4822 1.3745 17.3645
C -7.2897 2.4576 16.4850
C -8.5149 3.4138 16.0632
O -9.4648 3.8058 17.0609
H -6.7876 2.0171 15.6236
H -6.5442 3.0465 17.0193
H -9.0624 2.9466 15.2446
H -8.0658 4.3538 15.7424
C -12.7992 -2.6479 15.3525
O -12.9666 -1.9990 16.3696
N -11.6379 -2.8844 14.8518
N -13.6920 -3.1716 14.5301
H -10.8210 -2.4924 15.2980
H -11.5340 -3.4400 14.0148
H -13.3562 -3.5289 13.6471
H -14.5949 -2.7622 14.7232
C -7.9720 -6.7099 18.2654
O -6.6324 -6.3502 17.9550
C -5.9502 -7.3989 17.2705
C -4.4077 -7.1990 17.3259
N -4.0940 -5.8627 16.8034
C -4.3721 -5.5823 15.3923
C -3.7728 -6.5127 14.2851
O -2.3767 -6.1948 14.1611
C -1.7145 -6.7153 13.0636
H -8.1539 -6.0062 19.0776
H -8.0773 -7.6888 18.7331
H -8.5607 -6.6039 17.3542
H -6.3979 -7.4464 16.2778
H -6.1668 -8.3160 17.8183
H -3.8855 -7.9625 16.7493
H -4.0340 -7.2701 18.3474
H -3.0923 -5.7977 16.9147
H -4.0011 -4.5701 15.2314
H -5.4273 -5.3737 15.2157
H -4.3218 -6.2232 13.3890
H -4.0759 -7.5442 14.4644
H -1.5806 -7.7934 13.1526
H -0.8410 -6.0906 12.8768
H -2.3089 -6.6572 12.1518
```